Record 1
Here is a structure of composition C44H35BrCl2N2O8RbTe from the OMol25 dataset. Energies are from ωB97M-V with the def2-TZVPD basis set.

The geometry in ORCA input format:
```
! RIJCOSX wB97M-V def2-TZVPD def2/J DEFGRID3
* xyz -1 1
Rb -2.80 0.12 0.05
O -5.09 1.36 -0.55
C -5.15 1.69 -1.75
O -5.14 2.82 -2.25
C -5.26 0.49 -2.70
C -6.36 0.37 -3.56
C -6.48 -0.79 -4.30
C -5.50 -1.76 -4.19
C -4.43 -1.54 -3.32
N -4.34 -0.44 -2.58
C -3.36 -2.55 -3.06
O -3.11 -3.43 -4.06
O -2.78 -2.64 -2.02
H -4.42 2.22 0.56
H -7.08 1.17 -3.60
H -7.33 -0.95 -4.96
H -5.61 -2.70 -4.72
H -3.63 -3.23 -4.86
Cl -1.81 4.28 -0.71
C -2.35 3.62 -2.25
Cl -1.96 1.90 -2.32
H -1.84 4.14 -3.06
H -3.44 3.72 -2.29
C 5.00 -0.45 2.01
C 3.52 -0.47 1.73
C 2.59 -0.71 2.71
C 1.21 -0.73 2.46
C 0.27 -1.11 3.49
O -0.94 -0.93 3.46
C 0.86 -1.77 4.71
C 0.51 -1.31 5.97
C 1.06 -1.88 7.11
C 1.95 -2.94 6.99
C 2.27 -3.44 5.74
C 1.73 -2.86 4.61
C 0.71 -0.39 1.15
O -0.50 -0.30 0.84
C 1.73 -0.17 0.14
C 3.07 -0.21 0.43
C 1.28 0.23 -1.21
N 1.17 1.44 -1.59
C 1.46 2.53 -0.72
C 2.49 3.43 -1.37
Te 2.44 3.17 -3.52
C 3.55 1.35 -3.52
C 4.68 1.20 -2.74
C 5.39 0.01 -2.74
C 4.97 -1.04 -3.53
C 3.85 -0.90 -4.33
C 3.15 0.29 -4.32
C 0.92 -0.84 -2.16
C 1.27 -2.16 -1.90
C 0.94 -3.16 -2.79
C 0.26 -2.87 -3.95
C -0.08 -1.55 -4.23
C 0.25 -0.54 -3.35
H 5.20 -0.68 3.05
H 5.42 0.54 1.80
H 5.53 -1.17 1.38
H 2.94 -0.89 3.72
H -0.20 -0.51 6.05
H 0.79 -1.50 8.08
H 2.38 -3.37 7.88
H 2.94 -4.28 5.65
H 1.98 -3.25 3.63
H 3.79 -0.01 -0.35
H 1.80 2.21 0.28
H 0.52 3.09 -0.61
H 3.49 3.17 -1.04
H 2.31 4.48 -1.16
H 5.02 2.02 -2.12
H 6.27 -0.09 -2.12
H 5.52 -1.97 -3.53
H 3.51 -1.72 -4.95
H 2.27 0.40 -4.95
H 1.79 -2.39 -0.98
H 1.22 -4.19 -2.57
H -0.01 -3.66 -4.64
H -0.62 -1.32 -5.15
H -0.02 0.48 -3.56
Br -2.02 1.50 7.29
C -1.75 1.71 5.42
C -0.48 1.97 4.95
C -0.29 2.15 3.59
C -1.38 2.09 2.73
C -2.64 1.81 3.21
C -2.84 1.60 4.57
C -3.80 1.67 2.27
O -4.67 0.85 2.43
O -3.74 2.52 1.27
H 0.36 2.01 5.63
H 0.69 2.33 3.20
H -1.24 2.25 1.67
H -3.83 1.36 4.94
*
```

Summary:
- energy relative to the best compared isomer or geometry (same formula, charge and spin) (kJ/mol) = 79.0
- gap between HOMO and LUMO (eV) = 6.40
- E_HOMO (eV) = -4.6

Record 2
Here is a structure of composition C35H32BClCrO5S from the OMol25 dataset. Energies are from ωB97M-V with the def2-TZVPD basis set.

The geometry in ORCA input format:
```
! RIJCOSX wB97M-V def2-TZVPD def2/J DEFGRID3
* xyz 3 4
C -4.06 5.40 1.87
C -3.24 4.29 2.37
C -2.97 4.02 3.70
C -2.02 3.00 3.91
C -1.52 2.52 2.70
B -1.44 0.49 2.50
C -0.27 1.72 2.51
C 0.45 2.08 1.28
C 1.81 2.32 1.28
C 2.56 2.13 2.46
Cl 4.28 2.29 2.41
C 1.93 1.74 3.65
C 0.57 1.54 3.68
O -1.94 0.09 3.71
C -3.05 -0.79 3.42
C -2.54 -2.20 3.63
C -4.15 -0.52 4.41
C -3.39 -0.43 1.91
C -3.76 -1.56 0.99
C -4.47 0.64 1.81
O -2.15 0.15 1.38
S -2.37 3.22 1.35
H -4.43 5.98 2.72
H -3.48 6.07 1.23
H -4.93 5.03 1.31
H -3.48 4.60 4.48
H -1.72 2.65 4.90
H -0.12 2.27 0.38
H 2.33 2.65 0.38
H 2.53 1.57 4.53
H 0.08 1.27 4.61
H -3.30 -2.95 3.37
H -1.63 -2.39 3.06
H -2.30 -2.32 4.69
H -5.01 -1.16 4.18
H -3.81 -0.79 5.42
H -4.47 0.53 4.41
H -4.69 -2.05 1.33
H -3.94 -1.17 -0.02
H -2.96 -2.30 0.93
H -5.45 0.19 2.04
H -4.30 1.47 2.51
H -4.52 1.04 0.79
O 3.78 -7.09 5.84
C 3.96 -5.96 5.62
Cr 4.33 -4.21 4.98
C 3.53 -4.83 3.40
O 3.15 -5.41 2.45
C 5.88 -5.09 4.27
O 6.67 -5.78 3.78
C 5.09 -3.10 6.67
C 3.74 -3.39 6.86
C 2.79 -3.06 5.87
C 3.16 -2.25 4.76
C 2.21 -1.77 3.80
C 1.35 -1.48 2.95
C 0.42 -1.30 1.96
C -0.04 -2.50 1.26
C -0.69 -2.46 0.00
C -1.20 -3.62 -0.59
C -1.15 -4.84 0.08
C -0.52 -4.92 1.34
C 0.09 -3.78 1.87
C 4.55 -2.17 4.49
C 5.50 -2.49 5.47
H 5.83 -3.38 7.42
H 3.41 -3.91 7.76
H 1.75 -3.38 5.98
H 0.28 -0.34 1.46
H -0.78 -1.49 -0.50
H -1.65 -3.56 -1.59
H -1.66 -5.71 -0.33
H -0.50 -5.86 1.90
H 0.66 -3.87 2.80
H 4.86 -1.78 3.51
H 6.56 -2.31 5.26
*
```

Summary:
- energy relative to the best compared isomer or geometry (same formula, charge and spin) (kJ/mol) = 172.9
- expectation value of S² = 3.82
- gap between HOMO and LUMO (spin up / spin down) (eV) = 4.53 / 4.42
- E_HOMO (spin up / spin down) (eV) = -15.0 / -16.1

Record 3
Here is a structure of composition C29H38IN5NbS from the OMol25 dataset. Energies are from ωB97M-V with the def2-TZVPD basis set.

The geometry in ORCA input format:
```
! RIJCOSX wB97M-V def2-TZVPD def2/J DEFGRID3
* xyz -1 1
C -3.68 1.14 3.19
C -3.38 0.27 4.41
C -2.09 -0.55 4.27
I -1.63 -1.30 6.28
Nb -0.14 0.33 3.35
C 1.22 1.06 1.78
S 1.62 0.45 5.09
H -3.41 0.60 2.27
H -3.07 2.04 3.17
H -4.74 1.41 3.13
H -3.33 0.90 5.30
H -4.24 -0.40 4.57
H -2.37 -1.47 3.77
H 0.33 -1.46 3.00
H -1.11 0.22 1.86
H -0.79 2.05 3.76
H 2.15 1.34 2.27
H 0.74 1.94 1.35
H 1.42 0.38 0.96
H 2.68 0.04 4.38
N -1.81 -1.80 -0.28
C -0.76 -1.99 -1.08
C -0.86 -1.97 -2.47
C -2.10 -1.74 -3.04
C -3.19 -1.53 -2.21
C -2.99 -1.57 -0.84
H 0.19 -2.16 -0.58
H 0.01 -2.12 -3.09
H -2.20 -1.72 -4.12
H -4.18 -1.34 -2.61
H -3.82 -1.39 -0.16
N 5.12 -0.90 4.55
C 5.47 -1.03 5.82
C 6.02 -2.19 6.34
C 6.21 -3.27 5.49
C 5.83 -3.15 4.16
C 5.28 -1.94 3.74
H 5.29 -0.17 6.46
H 6.28 -2.25 7.39
H 6.63 -4.20 5.86
H 5.93 -3.97 3.46
H 4.96 -1.81 2.71
N 0.19 2.16 -2.09
C 1.11 2.97 -2.60
C 1.13 3.38 -3.93
C 0.12 2.92 -4.77
C -0.85 2.08 -4.25
C -0.77 1.73 -2.90
H 1.88 3.30 -1.91
H 1.91 4.03 -4.28
H 0.10 3.22 -5.81
H -1.65 1.69 -4.86
H -1.51 1.07 -2.47
N 0.80 -3.00 -5.44
C 2.08 -2.68 -5.61
C 3.03 -3.57 -6.08
C 2.64 -4.86 -6.38
C 1.31 -5.21 -6.20
C 0.43 -4.25 -5.73
H 2.36 -1.66 -5.36
H 4.06 -3.25 -6.20
H 3.36 -5.59 -6.75
H 0.95 -6.21 -6.42
H -0.61 -4.49 -5.57
N -2.32 4.08 0.91
C -3.34 4.57 1.60
C -4.47 5.11 1.01
C -4.55 5.13 -0.37
C -3.49 4.62 -1.10
C -2.40 4.10 -0.42
H -3.24 4.52 2.68
H -5.27 5.50 1.63
H -5.42 5.55 -0.87
H -3.51 4.60 -2.19
H -1.56 3.67 -0.95
*
```

Summary:
- energy relative to the best compared isomer or geometry (same formula, charge and spin) (kJ/mol) = 0.0
- gap between HOMO and LUMO (eV) = 6.36
- E_HOMO (eV) = -4.3

Record 4
Here is a cluster of 2 separate species, C3H7N2O in total from the OMol25 dataset. Energies are from ωB97M-V with the def2-TZVPD basis set.

The geometry in ORCA input format:
```
! RIJCOSX wB97M-V def2-TZVPD def2/J DEFGRID3
* xyz 1 1
C 1.67 0.04 -0.39
C 0.36 0.29 -0.01
C -0.67 0.02 -1.18
N -2.70 -0.22 0.17
N 2.56 -0.20 0.49
O -0.33 1.18 -0.96
H 1.90 -0.05 -1.47
H -0.07 0.29 0.96
H -2.48 -1.08 0.64
H -2.87 0.69 0.71
H -3.22 -0.42 -0.69
H 2.37 -0.03 1.46
H 3.50 -0.52 0.27
*
```

Summary:
- energy relative to the best compared isomer or geometry (same formula, charge and spin) (kJ/mol) = 457.8
- gap between HOMO and LUMO (eV) = 8.36
- E_HOMO (eV) = -13.4

Record 5
Here is a cluster of 2 separate species, C3H3BrO2 in total from the OMol25 dataset. Energies are from ωB97M-V with the def2-TZVPD basis set.

The geometry in ORCA input format:
```
! RIJCOSX wB97M-V def2-TZVPD def2/J DEFGRID3
* xyz 0 3
C -0.17 2.40 -0.83
C -0.42 1.40 -0.20
C -0.69 0.26 0.54
O -0.26 -0.19 1.54
O 1.10 -2.13 -0.13
Br -2.10 -0.74 -0.48
H 0.16 3.23 -1.40
H 1.91 -2.30 0.32
H 0.48 -1.93 0.64
*
```

Summary:
- energy relative to the best compared isomer or geometry (same formula, charge and spin) (kJ/mol) = 251.5
- expectation value of S² = 2.03
- gap between HOMO and LUMO (spin up / spin down) (eV) = 7.13 / 5.68
- E_HOMO (spin up / spin down) (eV) = -6.8 / -10.7

Record 6
Here is a structure of composition C24H23F5MoNO4SSe from the OMol25 dataset. Energies are from ωB97M-V with the def2-TZVPD basis set.

The geometry in ORCA input format:
```
! RIJCOSX wB97M-V def2-TZVPD def2/J DEFGRID3
* xyz -1 1
Mo -0.34 0.55 -0.03
C -3.66 -0.25 0.43
C -2.52 -0.90 -0.30
C -1.96 -2.09 0.20
C -2.28 -2.56 1.59
C -1.12 -2.87 -0.61
C -0.63 -4.20 -0.11
C -0.66 -2.36 -1.82
C 0.36 -3.17 -2.60
C -1.07 -1.10 -2.26
C -0.46 -0.50 -3.51
C -2.08 -0.41 -1.56
C -2.83 0.74 -2.21
H -4.57 -0.85 0.33
H -3.88 0.75 0.04
H -3.45 -0.13 1.49
H -3.09 -3.31 1.59
H -2.59 -1.74 2.23
H -1.40 -3.02 2.05
H 0.28 -4.07 0.48
H -0.41 -4.88 -0.94
H -1.37 -4.69 0.52
H -0.06 -4.12 -2.93
H 1.22 -3.38 -1.96
H 0.72 -2.65 -3.48
H -0.85 -0.98 -4.41
H 0.62 -0.62 -3.49
H -0.65 0.57 -3.58
H -2.63 1.70 -1.71
H -3.90 0.56 -2.17
H -2.56 0.85 -3.26
F 2.71 5.46 2.87
C 1.67 4.72 2.46
C 1.10 3.79 3.30
F 1.59 3.64 4.54
C 0.02 3.04 2.87
F -0.50 2.17 3.73
C -0.52 3.18 1.59
S -1.86 2.18 1.03
C 0.08 4.14 0.78
F -0.39 4.36 -0.46
C 1.16 4.90 1.19
F 1.70 5.81 0.38
O 1.34 -2.73 1.97
Se 1.44 -1.21 1.48
O 2.74 -0.39 1.95
O 0.02 -0.31 1.87
O 1.16 -1.05 -0.17
N 0.44 1.50 -1.23
C 1.47 2.08 -1.95
C 2.79 1.69 -1.71
C 3.82 2.27 -2.44
C 3.55 3.23 -3.41
C 2.24 3.61 -3.65
C 1.20 3.04 -2.93
H 2.99 0.94 -0.95
H 4.85 1.97 -2.25
H 4.36 3.68 -3.97
H 2.02 4.36 -4.40
H 0.17 3.34 -3.09
*
```

Summary:
- energy relative to the best compared isomer or geometry (same formula, charge and spin) (kJ/mol) = 0.0
- gap between HOMO and LUMO (spin up / spin down) (eV) = 7.14 / 7.14
- E_HOMO (spin up / spin down) (eV) = -4.5 / -4.5

Record 7
Here is an isolated molecule of C7H8 from the OMol25 dataset. Energies are from ωB97M-V with the def2-TZVPD basis set.

The geometry in ORCA input format:
```
! RIJCOSX wB97M-V def2-TZVPD def2/J DEFGRID3
* xyz 0 1
C 2.03 -0.13 -0.81
C 0.66 -0.06 -0.26
C -0.16 -1.18 -0.18
C -1.42 -1.10 0.44
C -1.92 0.11 0.84
C -1.18 1.26 0.64
C 0.07 1.16 0.05
H 2.81 -0.08 -0.04
H 2.34 0.76 -1.36
H 2.32 -0.98 -1.42
H 0.29 -2.17 -0.14
H -1.88 -2.07 0.59
H -2.94 0.20 1.19
H -1.67 2.22 0.64
H 0.63 2.06 -0.17
*
```

Summary:
- energy relative to the best compared isomer or geometry (same formula, charge and spin) (kJ/mol) = 41.9
- gap between HOMO and LUMO (eV) = 10.16
- SMILES string = Cc1ccccc1
- E_HOMO (eV) = -9.0

Record 8
Here is an isolated molecule of CHBrN2 from the OMol25 dataset. Energies are from ωB97M-V with the def2-TZVPD basis set.

The geometry in ORCA input format:
```
! RIJCOSX wB97M-V def2-TZVPD def2/J DEFGRID3
* xyz 0 1
N -0.34 0.40 -0.37
C -1.50 0.35 -0.04
N -2.60 0.59 0.43
Br -4.47 -0.07 -0.06
H 0.34 0.12 0.30
*
```

Summary:
- energy relative to the best compared isomer or geometry (same formula, charge and spin) (kJ/mol) = 42.1
- gap between HOMO and LUMO (eV) = 8.41
- SMILES string = N=C=NBr
- E_HOMO (eV) = -10.0

Record 9
Here is an isolated molecule of C6H4F4O from the OMol25 dataset. Energies are from ωB97M-V with the def2-TZVPD basis set.

The geometry in ORCA input format:
```
! RIJCOSX wB97M-V def2-TZVPD def2/J DEFGRID3
* xyz 0 1
C -1.06 0.26 1.07
C -1.25 -1.11 0.71
C -0.39 1.21 0.41
C -0.64 -1.71 -0.30
C 1.38 0.00 -0.90
C 0.35 1.05 -0.90
O 2.22 -0.34 0.03
F -1.97 -1.85 1.55
F -0.26 2.46 0.97
F -0.71 -2.99 -0.55
F -0.45 0.96 -2.01
H -1.87 0.62 1.77
H 1.55 -0.54 -1.78
H 0.80 1.96 -1.05
H 2.30 0.02 0.97
*
```

Summary:
- energy relative to the best compared isomer or geometry (same formula, charge and spin) (kJ/mol) = 266.2
- gap between HOMO and LUMO (spin up / spin down) (eV) = 7.18 / 8.41
- E_HOMO (spin up / spin down) (eV) = -8.0 / -8.5

Record 10
Here is a cluster of 7 separate species, C33H67O17PS7 in total from the OMol25 dataset. Energies are from ωB97M-V with the def2-TZVPD basis set.

The geometry in ORCA input format:
```
! RIJCOSX wB97M-V def2-TZVPD def2/J DEFGRID3
* xyz 0 1
C 2.49 -4.49 -1.93
C 1.24 -3.75 -2.44
C 0.16 -3.48 -1.35
C 0.59 -2.21 -0.57
C 0.22 -0.87 -1.19
O -0.86 -0.30 -0.45
C 0.05 -4.61 -0.34
O 0.01 -5.92 -0.97
S -1.15 -6.22 -2.00
O -2.27 -6.76 -1.28
O -0.56 -7.04 -3.02
C -1.65 -4.66 -2.72
C -1.22 -3.35 -2.01
P -2.58 -2.85 -0.78
C -3.51 -1.63 -1.79
O -3.66 -4.10 -0.95
H 2.85 -4.03 -1.01
H 2.26 -5.54 -1.75
H 3.26 -4.46 -2.70
H 1.57 -2.76 -2.78
H 0.84 -4.24 -3.32
H 0.21 -2.25 0.46
H 1.68 -2.24 -0.50
H -0.02 -0.95 -2.26
H 1.09 -0.20 -1.11
H -1.25 0.41 -0.97
H 0.92 -4.62 0.32
H -0.83 -4.49 0.30
H -1.22 -4.70 -3.72
H -2.74 -4.72 -2.81
H -1.18 -2.59 -2.80
H -3.04 -1.42 -2.75
H -4.52 -2.00 -1.95
H -3.60 -0.72 -1.20
H -3.36 -4.90 -0.51
O 0.86 2.35 0.12
S 2.19 2.44 -0.44
O 2.93 1.23 -0.73
C 2.15 3.50 -1.87
C 2.38 4.89 -1.29
C 3.52 4.74 -0.28
C 3.19 3.52 0.59
H 1.18 3.39 -2.36
H 2.95 3.19 -2.54
H 2.63 5.59 -2.08
H 1.48 5.20 -0.78
H 4.47 4.58 -0.80
H 3.63 5.63 0.33
H 4.06 2.97 0.93
H 2.57 3.80 1.45
O -5.09 0.37 0.03
S -4.53 1.52 0.70
O -4.41 2.77 -0.02
C -5.40 1.78 2.24
C -4.60 0.96 3.25
C -3.13 1.23 2.94
C -2.95 1.08 1.42
H -6.43 1.47 2.12
H -5.35 2.85 2.46
H -4.85 1.24 4.27
H -4.83 -0.09 3.13
H -2.85 2.24 3.25
H -2.47 0.53 3.47
H -2.19 1.74 1.02
H -2.73 0.05 1.13
O 4.96 -5.97 2.87
S 4.72 -6.05 1.45
O 4.12 -4.95 0.74
C 6.23 -6.54 0.64
C 6.18 -8.07 0.63
C 4.74 -8.44 0.26
C 3.81 -7.56 1.11
H 7.08 -6.12 1.18
H 6.20 -6.14 -0.38
H 6.90 -8.49 -0.06
H 6.42 -8.45 1.63
H 4.57 -8.23 -0.80
H 4.54 -9.49 0.42
H 2.89 -7.30 0.59
H 3.57 -8.02 2.06
O -0.77 5.81 -1.31
S -1.02 6.22 0.05
O 0.06 6.35 1.00
C -1.98 7.73 0.01
C -3.43 7.24 -0.03
C -3.52 6.09 0.98
C -2.32 5.17 0.73
H -1.68 8.31 -0.86
H -1.76 8.28 0.93
H -4.12 8.05 0.21
H -3.67 6.88 -1.03
H -3.47 6.49 2.00
H -4.45 5.54 0.89
H -1.94 4.71 1.64
H -2.54 4.41 -0.01
O 4.83 7.59 -2.82
S 4.59 6.78 -3.99
O 3.52 5.81 -4.01
C 4.44 7.85 -5.41
C 5.87 7.98 -5.93
C 6.47 6.57 -5.86
C 6.13 5.99 -4.48
H 3.99 8.79 -5.10
H 3.80 7.34 -6.13
H 5.89 8.38 -6.94
H 6.44 8.66 -5.29
H 6.04 5.95 -6.64
H 7.55 6.58 -6.02
H 5.97 4.92 -4.50
H 6.87 6.25 -3.73
O -5.70 -2.03 4.16
S -5.11 -2.14 5.47
O -4.29 -1.08 6.01
C -6.40 -2.56 6.63
C -6.44 -4.09 6.60
C -4.97 -4.55 6.61
C -4.23 -3.70 5.57
H -7.33 -2.09 6.32
H -6.10 -2.19 7.61
H -6.99 -4.49 7.45
H -6.93 -4.43 5.69
H -4.54 -4.38 7.60
H -4.88 -5.61 6.38
H -3.20 -3.50 5.84
H -4.26 -4.15 4.57
*
```

Summary:
- gap between HOMO and LUMO (eV) = 8.47
- SMILES string = CC[C@]1(CCO)COS(=O)(=O)C[C@H]1P(C)O.O=S1(=O)CCCC1.O=S1(=O)CCCC1.O=S1(=O)CCCC1.O=S1(=O)CCCC1.O=S1(=O)CCCC1.O=S1(=O)CCCC1
- E_HOMO (eV) = -7.9

no.,energy (a.u.)
1,-6195.82475
2,-3655.76916
3,-2154.30606
4,-302.86567
5,-2840.37190
6,-4651.23805
7,-271.51548
8,-2722.15022
9,-705.51231
10,-5705.29692